1.
C39H37F5N12SSeSr | ωB97M-V/def2-TZVPD

Atoms and positions in Å:
Sr1 -0.3249 -0.2421 -0.1535
C1 -0.5049 4.0715 2.2625
C2 -0.2102 2.8816 1.3982
N1 -0.5588 1.6804 1.6825
N2 -1.1828 1.4896 2.8832
C3 -1.7782 0.3209 3.2267
N3 -2.2901 0.2938 4.4614
S1 -1.9237 -1.0320 2.2468
C4 0.5158 3.1179 0.1139
C5 1.2692 4.2755 -0.0462
C6 1.9346 4.4843 -1.2451
C7 1.8304 3.5326 -2.2395
C8 1.0724 2.3980 -1.9842
N4 0.4248 2.1888 -0.8439
H1 -1.5026 4.0052 2.7000
H2 -0.4831 4.9896 1.6858
H3 0.2278 4.1664 3.0696
H4 -1.1922 2.2608 3.5360
H5 -2.2161 1.0616 5.1089
H6 -2.7628 -0.5409 4.7645
H7 1.3563 4.9987 0.7506
H8 2.5261 5.3793 -1.3868
H9 2.3234 3.6488 -3.1940
H10 0.9831 1.6293 -2.7437
C9 -2.5543 -4.4976 -3.7794
C10 -1.9108 -3.2767 -3.9372
C11 -1.1435 -2.7723 -2.8990
C12 -1.0091 -3.5132 -1.7287
C13 -1.6371 -4.7423 -1.5635
C14 -2.4196 -5.2220 -2.6024
N5 -0.2298 -2.9125 -0.7063
N6 0.2742 -3.6867 0.1197
C15 1.0313 -3.0614 1.1717
C16 1.4455 -3.9383 2.1620
C17 2.1670 -3.4158 3.2225
C18 2.4491 -2.0610 3.2309
C19 2.0094 -1.2698 2.1776
N7 1.3086 -1.7634 1.1574
H11 -3.1700 -4.8887 -4.5780
H12 -2.0060 -2.7187 -4.8583
H13 -0.6359 -1.8209 -3.0138
H14 -1.5292 -5.2958 -0.6425
H15 -2.9318 -6.1683 -2.4934
H16 1.1994 -4.9870 2.0906
H17 2.5069 -4.0588 4.0228
H18 3.0200 -1.6122 4.0316
H19 2.2527 -0.2191 2.1303
N8 5.6554 -0.8470 -2.6726
C20 5.1154 -0.7416 -4.0664
C21 3.7922 -1.5032 -4.1685
N9 3.0275 -1.2422 -5.3653
H20 6.4700 -0.2475 -2.5421
H21 5.9254 -1.8003 -2.4337
H22 4.9238 -0.5108 -1.9774
H23 5.8753 -1.1148 -4.7520
H24 4.9763 0.3238 -4.2502
H25 3.1914 -1.2456 -3.2896
H26 3.9844 -2.5773 -4.1140
H27 3.4263 -1.6854 -6.1824
H28 2.9353 -0.2539 -5.5610
N10 -6.1643 0.3199 -5.2520
C22 -7.2916 -0.2154 -5.8420
C23 -8.0417 0.1648 -6.9505
C24 -9.1272 -0.6290 -7.2540
C25 -9.4607 -1.7600 -6.4872
C26 -8.7158 -2.1288 -5.3896
C27 -7.6124 -1.3368 -5.0647
N11 -6.7083 -1.4694 -4.0286
C28 -5.8761 -0.4749 -4.1731
C29 -4.7424 -0.2588 -3.2763
C30 -3.7334 0.6704 -3.5201
C31 -2.6862 0.7682 -2.6230
N12 -2.5785 0.0122 -1.5285
C32 -3.5602 -0.8683 -1.2893
C33 -4.6493 -1.0321 -2.1176
H29 -5.6983 1.1666 -5.5231
H30 -7.7959 1.0337 -7.5458
H31 -9.7428 -0.3766 -8.1068
H32 -10.3240 -2.3463 -6.7701
H33 -8.9655 -2.9938 -4.7913
H34 -3.7335 1.3076 -4.3936
H35 -1.8929 1.4896 -2.7922
H36 -3.4712 -1.4635 -0.3870
H37 -5.4176 -1.7563 -1.8908
F1 5.4707 5.6382 0.8439
C34 5.0268 4.4261 0.5390
C35 4.0801 3.8007 1.3390
F2 3.5870 4.4294 2.4104
C36 3.6218 2.5414 1.0074
F3 2.6855 2.0066 1.8205
C37 4.0438 1.8498 -0.1173
Se1 3.3554 0.1424 -0.5898
C38 4.9979 2.5017 -0.8823
F4 5.4775 1.9097 -2.0006
C39 5.4952 3.7602 -0.5840
F5 6.4062 4.3241 -1.3682

Cartesian forces, eV/Å:
Sr 0.27 0.11 -0.16
C 0.00 -0.04 0.14
C -0.06 0.16 -0.15
N 0.00 0.09 -0.08
N 0.04 0.15 0.06
C -0.12 -0.19 0.12
N 0.06 0.13 0.02
S 0.06 0.03 -0.14
C -0.02 0.20 0.21
C -0.13 -0.08 -0.11
C 0.00 0.04 0.01
C -0.05 -0.09 -0.02
C 0.04 0.14 -0.16
N -0.06 0.01 0.03
H 0.01 -0.01 0.00
H -0.01 0.00 -0.01
H -0.01 -0.01 0.01
H -0.01 -0.08 0.04
H -0.01 -0.01 0.00
H 0.00 0.00 -0.02
H 0.00 0.00 0.00
H 0.00 0.00 -0.03
H 0.01 0.02 0.00
H 0.01 -0.03 0.02
C -0.03 0.05 -0.11
C 0.04 0.01 0.10
C -0.17 -0.18 -0.11
C 0.09 0.08 0.03
C -0.15 0.01 -0.29
C 0.03 -0.07 0.15
N 0.26 0.21 0.25
N -0.02 0.24 0.06
C -0.09 -0.65 -0.10
C 0.04 0.17 0.01
C 0.01 -0.02 0.04
C 0.05 0.15 0.01
C 0.04 -0.34 0.08
N -0.20 -0.16 0.15
H 0.00 0.01 -0.01
H -0.03 -0.02 -0.03
H 0.03 -0.01 0.07
H 0.03 0.03 0.04
H 0.00 0.00 0.00
H -0.02 0.00 -0.04
H 0.01 0.01 0.01
H -0.01 -0.01 0.01
H -0.02 0.07 0.02
N 0.18 0.02 -0.09
C 0.08 0.06 0.02
C 0.04 -0.04 0.16
N 0.05 0.02 -0.12
H 0.01 -0.02 -0.02
H -0.06 -0.01 0.00
H -0.10 -0.02 0.14
H -0.06 0.00 -0.05
H -0.08 -0.03 0.00
H 0.01 0.03 -0.07
H -0.01 0.00 0.02
H -0.01 -0.01 -0.01
H -0.02 0.01 0.03
N -0.04 -0.08 0.02
C 0.01 0.01 0.02
C -0.05 0.00 -0.04
C 0.00 0.05 -0.05
C 0.01 -0.05 0.06
C -0.03 0.02 -0.05
C 0.05 0.02 0.03
N 0.03 0.05 -0.03
C 0.01 -0.01 0.03
C -0.01 -0.04 0.06
C 0.04 -0.03 0.07
C -0.03 0.04 -0.09
N 0.16 -0.02 0.08
C -0.15 -0.02 -0.05
C 0.12 0.01 -0.01
H -0.02 0.01 -0.01
H 0.01 0.00 0.00
H 0.00 0.01 0.00
H 0.00 0.00 0.00
H -0.01 -0.01 0.00
H -0.02 0.00 -0.01
H 0.00 -0.01 0.00
H 0.02 0.01 0.00
H -0.03 0.00 -0.03
F -0.01 -0.03 -0.02
C -0.07 -0.10 0.06
C 0.15 0.09 -0.04
F 0.03 -0.02 -0.07
C -0.05 -0.07 0.12
F 0.03 0.03 -0.02
C 0.01 0.00 -0.11
Se -0.11 -0.08 -0.06
C 0.05 0.13 -0.08
F 0.02 0.02 0.02
C -0.09 -0.08 0.07
F 0.01 0.04 0.00

Properties
**Orbital gap**: 0.2387 Eh
**E_HOMO**: -11.805 eV
**Charge**: +2

=====

2.
C39H37MnN4O2Te | ωB97M-V/def2-TZVPD

Atoms and positions in Å:
Mn1 -0.1733 0.3744 0.2468
C1 -1.7065 -3.1240 2.1284
C2 -1.5467 -2.0241 3.1374
C3 -2.3376 -2.0083 4.2805
C4 -2.1970 -1.0154 5.2369
C5 -1.2411 -0.0302 5.0529
C6 -0.4344 -0.0126 3.9198
C7 0.6357 1.0346 3.7871
C8 -0.6001 -1.0036 2.9367
N1 0.1227 -0.9427 1.7223
C9 1.0788 -1.8982 1.4923
O1 1.4890 -2.7269 2.3125
C10 1.5956 -1.8055 0.0998
C11 2.5841 -2.5723 -0.4592
C12 2.9811 -2.3307 -1.7883
C13 2.3569 -1.2923 -2.5108
C14 1.3716 -0.5573 -1.9095
N2 0.9757 -0.8109 -0.6190
C15 0.6242 0.5813 -2.5159
O2 0.7319 0.9175 -3.7000
N3 -0.1854 1.1668 -1.5836
C16 -1.0059 2.2496 -1.9767
C17 -0.4713 3.5251 -2.2087
C18 1.0117 3.7384 -2.2396
C19 -1.3382 4.5856 -2.4533
C20 -2.7086 4.3933 -2.5176
C21 -3.2264 3.1177 -2.3555
C22 -2.3909 2.0408 -2.0873
C23 -2.9433 0.6485 -1.9582
H1 -2.6133 -3.6994 2.3192
H2 -0.8439 -3.7901 2.1814
H3 -1.7420 -2.7243 1.1125
H4 -3.0776 -2.7895 4.4197
H5 -2.8193 -1.0191 6.1245
H6 -1.1053 0.7400 5.8055
H7 0.5119 1.8113 4.5434
H8 0.6113 1.4950 2.8015
H9 1.6265 0.5882 3.9076
H10 3.0422 -3.3440 0.1459
H11 3.7640 -2.9213 -2.2454
H12 2.6392 -1.0355 -3.5233
H13 1.4937 3.2934 -1.3674
H14 1.2548 4.8013 -2.2780
H15 1.4275 3.2441 -3.1201
H16 -0.9256 5.5786 -2.5995
H17 -3.3695 5.2307 -2.7103
H18 -4.2948 2.9506 -2.4459
H19 -4.0341 0.6583 -1.9774
H20 -2.6154 0.1766 -1.0310
H21 -2.5829 0.0257 -2.7795
C24 6.0715 4.7603 4.9043
C25 5.1813 3.9765 3.9763
C26 4.1884 4.5940 3.2280
C27 3.4155 3.8856 2.3142
C28 2.3403 4.5991 1.5365
C29 3.6512 2.5204 2.1301
Te1 2.6932 1.4639 0.5408
C30 4.5874 1.8645 2.9340
C31 4.8137 0.3743 2.8603
C32 5.3421 2.6038 3.8382
H22 5.7937 5.8139 4.9207
H23 7.1108 4.6858 4.5780
H24 6.0179 4.3749 5.9243
H25 4.0139 5.6583 3.3516
H26 2.2375 5.6295 1.8759
H27 1.3801 4.0921 1.6605
H28 2.5716 4.6106 0.4684
H29 3.9675 -0.1474 2.4109
H30 4.9701 -0.0286 3.8609
H31 5.7012 0.1494 2.2635
H32 6.0795 2.0897 4.4483
N4 -1.4850 1.4275 1.0299
C33 -2.3548 2.0146 1.5067
C34 -3.4025 2.7393 2.1023
C35 -3.8116 3.9688 1.5612
C36 -4.8322 4.6763 2.1614
C37 -5.4684 4.1746 3.2912
C38 -5.0665 2.9570 3.8292
C39 -4.0405 2.2400 3.2498
H33 -3.3150 4.3370 0.6718
H34 -5.1421 5.6295 1.7527
H35 -6.2754 4.7299 3.7510
H36 -5.5588 2.5759 4.7146
H37 -3.7054 1.2968 3.6645

Cartesian forces, eV/Å:
Mn 0.29 -0.39 -0.28
C 0.07 0.06 0.00
C -0.06 0.10 -0.02
C -0.01 0.00 0.01
C -0.06 -0.01 0.05
C -0.02 0.04 0.00
C 0.00 -0.07 -0.04
C -0.11 -0.07 -0.04
C 0.04 -0.04 0.05
N 0.02 0.04 0.36
C 0.06 0.02 0.00
O -0.11 0.00 -0.06
C 0.09 -0.12 0.26
C -0.08 0.09 0.06
C 0.15 -0.14 -0.01
C -0.24 0.25 0.08
C 0.04 -0.02 -0.31
N 0.72 -0.68 -0.60
C 0.03 0.03 -0.05
O 0.02 -0.02 0.13
N -0.18 0.26 -0.17
C 0.05 -0.09 -0.13
C -0.10 -0.01 0.01
C 0.00 -0.02 -0.02
C 0.01 0.03 0.02
C -0.06 0.08 0.00
C -0.03 -0.01 0.05
C 0.11 0.00 0.06
C -0.01 0.08 -0.01
H 0.00 0.01 0.00
H 0.01 -0.04 -0.07
H 0.00 -0.01 0.01
H 0.01 -0.01 -0.01
H 0.01 0.01 0.00
H 0.01 0.00 0.00
H 0.03 -0.01 0.01
H 0.05 0.07 -0.03
H 0.01 0.02 -0.05
H 0.00 0.00 0.01
H -0.01 0.00 0.02
H -0.02 -0.05 -0.03
H 0.00 0.00 0.02
H 0.00 0.00 0.02
H 0.04 -0.02 0.04
H 0.01 -0.01 -0.03
H 0.01 -0.01 -0.01
H 0.00 -0.01 0.02
H 0.00 0.01 -0.02
H -0.03 -0.05 -0.01
H 0.01 -0.05 0.04
C -0.06 -0.06 -0.02
C -0.01 -0.02 -0.01
C 0.06 -0.01 0.05
C -0.16 0.07 -0.09
C 0.14 -0.05 0.02
C 0.02 -0.14 -0.14
Te 0.25 0.22 0.25
C 0.08 -0.15 0.10
C 0.03 0.17 -0.10
C -0.08 0.06 0.00
H 0.01 0.00 0.01
H 0.02 0.05 0.04
H 0.01 0.02 0.00
H 0.00 0.00 -0.02
H -0.01 0.01 -0.03
H -0.02 0.00 -0.05
H -0.06 0.03 -0.02
H 0.02 -0.08 0.06
H -0.01 -0.05 -0.01
H -0.04 -0.04 -0.03
H 0.00 -0.01 -0.01
N -1.02 0.72 0.69
C 0.66 -0.35 -0.33
C -1.05 0.71 0.60
C 0.36 -0.39 -0.10
C -0.23 0.15 0.15
C 0.16 -0.12 -0.09
C -0.24 0.18 0.12
C 0.40 -0.13 -0.34
H -0.03 0.02 -0.02
H 0.02 -0.02 -0.05
H 0.01 0.01 0.01
H 0.03 -0.05 -0.01
H -0.01 0.00 0.03

Properties
**Orbital gap (spin up / spin down)**: 0.1407 / 0.1783 Eh
**Expectation value of S²**: 8.82
**Spin multiplicity**: 6
**E_HOMO (spin up / spin down)**: -1.859 / -4.082 eV
**Charge**: -1

=====

3.
C39H38AsBaCl4N11O4P2 | ωB97M-V/def2-TZVPD

Atoms and positions in Å:
Ba1 0.0417 1.5345 -0.2290
N1 1.7682 1.4029 -4.2529
C1 1.3687 0.2114 -3.7082
N2 1.6334 -0.9583 -4.3120
N3 1.0753 -1.8728 -3.5155
N4 0.5219 -1.2866 -2.5032
N5 0.6747 0.0466 -2.5909
C2 1.9614 2.6198 -3.6169
N6 2.4097 3.6659 -4.3097
N7 2.4733 4.6491 -3.3919
N8 2.1221 4.2035 -2.2329
N9 1.7733 2.8992 -2.3286
H1 2.2508 1.3195 -5.1301
O1 -0.6644 -1.0558 -0.0080
P1 -0.0581 -2.3672 -0.3478
C3 1.7568 -2.5107 -0.2767
P2 2.5807 -1.1787 0.6680
O2 2.2653 0.1819 0.1984
C4 4.3366 -1.5337 0.4481
C5 5.1851 -1.8355 1.5065
C6 6.5369 -2.0503 1.2724
C7 7.0400 -1.9642 -0.0166
C8 6.1957 -1.6525 -1.0744
C9 4.8478 -1.4360 -0.8446
C10 2.1386 -1.4335 2.3945
C11 2.2561 -2.6696 3.0320
C12 1.8574 -2.8131 4.3471
C13 1.3324 -1.7203 5.0322
C14 1.2132 -0.4930 4.4038
C15 1.6215 -0.3405 3.0813
C16 -0.4392 -3.3461 1.1891
C17 -0.0908 -4.6908 1.3236
C18 -0.3894 -5.3970 2.4774
C19 -1.0540 -4.7623 3.5195
C20 -1.4103 -3.4298 3.3943
C21 -1.1070 -2.7251 2.2372
C22 -0.8731 -3.4457 -1.5294
C23 -2.2141 -3.1714 -1.7766
C24 -2.9326 -3.9851 -2.6375
C25 -2.3158 -5.0655 -3.2538
C26 -0.9750 -5.3240 -3.0179
C27 -0.2483 -4.5098 -2.1608
H2 2.2004 -2.5328 -1.2725
H3 1.9928 -3.4392 0.2528
H4 4.7964 -1.8900 2.5156
H5 7.1939 -2.2779 2.1029
H6 8.0951 -2.1301 -0.1981
H7 6.5865 -1.5669 -2.0803
H8 4.1955 -1.1651 -1.6687
H9 2.6443 -3.5323 2.4996
H10 1.9325 -3.7786 4.8323
H11 1.0044 -1.8335 6.0589
H12 0.8038 0.3683 4.9168
H13 1.4933 0.6322 2.6145
H14 0.4108 -5.2078 0.5105
H15 -0.1103 -6.4412 2.5605
H16 -1.2923 -5.3051 4.4271
H17 -1.9213 -2.9211 4.2031
H18 -1.3731 -1.6797 2.1391
H19 -2.6865 -2.3179 -1.3069
H20 -3.9744 -3.7619 -2.8331
H21 -2.8783 -5.6957 -3.9322
H22 -0.4835 -6.1495 -3.5183
H23 0.8099 -4.6906 -2.0161
Cl1 -1.2896 4.4077 6.6136
C28 -1.6048 3.8715 4.9875
C29 -2.8674 3.9507 4.4521
Cl2 -4.1809 4.6009 5.3992
C30 -3.1014 3.4971 3.1428
Cl3 -4.7092 3.5696 2.4666
C31 -2.1016 2.9495 2.3249
O3 -2.3120 2.4936 1.1502
C32 -0.7436 2.9038 2.8884
O4 0.2003 2.4304 2.1511
C33 -0.5596 3.3445 4.1998
Cl4 1.0555 3.2546 4.8521
C34 -0.1912 6.6677 -3.2115
N10 -1.3185 6.1696 -2.4252
C35 -2.1248 7.1708 -1.7400
C36 -1.1317 5.0315 -1.7617
N11 -0.9747 4.0401 -1.1951
H24 -0.5811 7.2879 -4.0208
H25 0.3750 5.8353 -3.6207
H26 0.4968 7.2541 -2.5942
H27 -2.6001 7.8153 -2.4811
H28 -1.5144 7.7874 -1.0706
H29 -2.8949 6.6738 -1.1542
C37 -3.4411 0.1968 -3.1250
As1 -2.9698 1.1300 -1.4502
C38 -4.0661 0.0787 -0.2095
C39 -4.2036 2.6381 -1.6282
H30 -4.4685 -0.1743 -3.0977
H31 -2.7496 -0.6289 -3.2951
H32 -3.3367 0.8987 -3.9538
H33 -5.0151 -0.1951 -0.6741
H34 -4.2274 0.7084 0.6655
H35 -3.5129 -0.8075 0.1013
H36 -5.2249 2.2928 -1.8013
H37 -3.8789 3.2660 -2.4585
H38 -4.1379 3.1960 -0.6939

Cartesian forces, eV/Å:
Ba -0.05 1.03 -0.01
N 0.01 -0.02 -0.24
C -0.02 -0.34 0.06
N 0.02 0.09 0.04
N 0.11 -0.10 -0.01
N 0.01 0.13 -0.10
N -0.02 0.00 0.09
C 0.19 0.34 0.23
N -0.29 -0.09 0.01
N 0.37 -0.01 -0.08
N -0.30 -0.03 0.11
N -0.07 -0.19 -0.14
H -0.02 0.00 -0.03
O -0.27 0.54 -0.33
P -0.01 -0.35 1.19
C 0.28 -0.24 -0.14
P -0.28 -0.41 0.11
O 0.15 0.38 -0.12
C -0.02 -0.22 0.11
C 0.04 0.00 0.00
C 0.01 -0.01 0.02
C 0.04 -0.01 0.02
C 0.01 0.01 -0.05
C 0.00 0.04 -0.07
C 0.11 0.01 -0.09
C 0.03 -0.10 -0.02
C 0.00 0.02 0.04
C 0.00 0.00 0.02
C 0.00 0.07 -0.05
C -0.09 0.02 0.10
C 0.06 -0.25 -0.17
C -0.01 0.00 -0.03
C 0.00 -0.01 0.02
C 0.00 -0.04 0.04
C -0.07 0.08 0.07
C 0.02 0.08 -0.05
C 0.13 0.21 -0.24
C -0.02 -0.13 -0.01
C -0.03 0.05 0.02
C -0.07 -0.01 -0.04
C 0.08 -0.02 0.01
C 0.00 -0.06 -0.03
H -0.04 0.01 -0.01
H 0.07 -0.03 -0.13
H -0.01 0.00 -0.01
H 0.01 0.00 -0.02
H -0.01 0.00 0.00
H 0.01 0.00 0.01
H 0.00 0.00 0.02
H 0.00 0.03 -0.01
H 0.00 0.01 -0.01
H 0.01 -0.01 -0.01
H -0.01 -0.02 0.03
H 0.02 0.00 -0.05
H -0.01 0.02 -0.01
H -0.01 0.01 0.01
H 0.01 0.00 -0.01
H 0.01 -0.03 0.00
H -0.01 -0.01 0.01
H 0.02 0.02 0.01
H 0.01 -0.02 -0.02
H 0.01 0.00 0.01
H -0.01 0.01 0.00
H 0.00 0.02 0.00
Cl -0.01 0.02 0.03
C 0.05 -0.02 -0.02
C -0.08 0.05 0.12
Cl 0.00 0.00 -0.01
C 0.01 -0.03 -0.07
Cl -0.07 0.00 -0.03
C 0.04 -0.04 0.08
O 0.21 -0.19 -0.09
C -0.11 -0.12 -0.10
O 0.23 -0.12 0.25
C -0.11 0.07 -0.07
Cl 0.09 -0.04 0.03
C 0.02 -0.01 0.01
N -0.12 0.11 -0.04
C 0.02 0.00 -0.01
C 0.20 -0.18 0.16
N -0.13 0.10 -0.23
H 0.01 0.00 0.02
H 0.00 0.00 -0.02
H -0.02 0.01 0.00
H 0.02 0.00 0.00
H 0.00 -0.01 0.00
H -0.01 0.01 -0.01
C -0.05 0.03 0.04
As -0.35 -0.07 -0.16
C 0.12 0.10 -0.03
C 0.07 -0.07 0.02
H 0.00 -0.01 -0.04
H -0.02 -0.02 0.01
H 0.02 -0.01 -0.01
H -0.02 -0.04 0.04
H 0.00 0.00 0.00
H -0.04 -0.03 0.00
H -0.01 0.02 0.01
H -0.01 0.03 0.02
H -0.02 0.01 -0.01

Properties
**Orbital gap**: 0.1820 Eh
**E_HOMO**: -1.276 eV
**Charge**: -2

=====

| no. | total energy (Eh) | F_max (eV/A) |
| --- | --- | --- |
| 1 | -5494.7586 | 0.66 |
| 2 | -3296.9773 | 1.42 |
| 3 | -7197.2588 | 1.24 |